1) The following is a DFT calculation (wB97M-V/def2-TZVPD) of a 9-piece molecular cluster, H17O9 overall.

Computed properties:
* multiplicity: 1
* net charge: -1

Atoms and positions in Å:
O 0.7134 -1.8777 0.8071
H -3.4331 -0.6969 -1.9347
H -0.0275 0.1015 -0.3525
O 2.5072 -2.0642 -1.5895
H 2.7205 -2.7021 -0.8779
O 0.7397 2.0855 -2.4569
H 1.4042 1.4978 -1.9735
H -2.2392 -0.1284 -1.2238
O 2.4321 0.3749 2.1562
H -2.3695 -0.2894 1.9618
H 2.8921 1.2005 2.0970
O -0.8157 -0.5365 -0.6780
H 1.3363 -1.3775 0.3029
H 1.9516 0.2433 1.3252
O -2.6455 -0.7665 2.7464
H 0.2922 1.3089 -2.8722
H -2.4330 -1.6356 2.4086
O -3.1000 0.1559 -1.6497
H -0.3495 -1.0585 -1.3609
H 2.5986 -1.1514 -1.1705
O -1.7729 2.5275 1.5329
H -1.3648 1.7339 1.8647
H -1.6860 2.4376 0.5879
O 1.7326 0.2431 -0.6489
H 2.4778 0.9157 -0.6194
H -0.2010 -1.7664 0.4841

---

2) The following is a DFT calculation (wB97M-V/def2-TZVPD) of a 9-piece molecular cluster, H17O9 overall.

Computed properties:
* multiplicity: 1
* net charge: -1

Atoms and positions in Å:
O -0.0390 3.6688 -1.3998
H -0.1844 2.6784 -1.4817
H 0.1444 3.6960 -0.4602
O 2.5077 -2.4876 0.4664
H 1.7652 -2.0311 0.0659
O -0.5141 -0.6001 3.5835
H -1.1911 -1.2312 3.3508
H -0.9343 0.2548 3.7005
O -0.7274 -3.1021 0.6079
H -0.0394 -2.9539 -0.0350
H -1.6052 -3.1204 0.2462
O 0.0484 1.8980 1.9035
H 0.0242 1.9934 0.9639
H 0.4921 1.0497 2.0023
O 2.1185 0.3540 -0.9357
H 1.2102 0.7395 -0.7388
H 2.6186 1.1287 -1.1588
O -0.3263 0.9908 -0.7901
H -1.1096 1.0400 -0.2495
H 3.2860 -2.0172 0.1624
O 0.5402 -1.6369 -2.1835
H 0.2296 -0.9305 -1.5904
H 1.3058 -1.2438 -2.6080
O -3.5322 0.8638 -1.3270
H -2.6238 0.5713 -1.2206
H -4.0202 0.3985 -0.6455

---

Quick one: least stable of them? 1)

---

1) The following is a DFT calculation (wB97M-V/def2-TZVPD) of one molecule with the formula H5N2OP.

Computed properties:
* multiplicity: 1
* net charge: 0
* SMILES string: NOPN

Atoms and positions in Å:
N 0.4431 1.2025 1.3053
O 0.1646 1.1315 -0.1186
P 0.9006 -0.2969 -0.7418
N -0.2959 -1.4457 -0.4526
H -0.3669 0.6564 1.7477
H 0.4299 2.1006 1.5395
H 0.0825 0.3316 -2.0783
H -0.0765 -2.4088 -0.5624
H -1.2814 -1.2711 -0.6388

---

2) The following is a DFT calculation (wB97M-V/def2-TZVPD) of one molecule with the formula H5N2OP.

Computed properties:
* multiplicity: 1
* net charge: 0
* SMILES string: NP(N)O

Atoms and positions in Å:
N 0.1631 -1.3612 -0.0642
P -0.2252 -0.0007 -0.9474
N 0.7427 1.1281 -0.1789
O -1.7768 0.4193 -0.0075
H 1.0522 -1.3972 0.3830
H 0.0933 -2.2792 -0.5113
H 0.9190 1.0055 0.8209
H 0.5165 2.0894 -0.2264
H -2.3778 0.8298 -0.6625

---

Quick one: least stable of them? 1)

---

1) The following is a DFT calculation (wB97M-V/def2-TZVPD) of one molecule with the formula C2H6N2.

Computed properties:
* multiplicity: 1
* net charge: 0
* SMILES string: N/C=C\N

Atoms and positions in Å:
N -0.3488 -1.2641 0.6038
C 0.7908 -0.5681 0.1411
C 0.6782 0.7068 -0.2617
N -0.5415 1.3966 -0.3664
H -0.3201 -2.1785 1.0018
H -1.1835 -0.9914 0.1106
H 1.5948 -1.1986 -0.2167
H 1.5790 1.3112 -0.3502
H -1.0843 1.5481 0.4667
H -1.1646 1.2381 -1.1291

---

2) The following is a DFT calculation (wB97M-V/def2-TZVPD) of one molecule with the formula C2H6N2.

Computed properties:
* multiplicity: 1
* net charge: 0

Atoms and positions in Å:
C 0.8869 0.4341 -0.8008
N -0.5732 -1.1650 1.1760
C -1.1007 -0.2217 0.3467
N -0.5059 0.6559 -0.5099
H 0.4142 -1.3230 0.9586
H -0.7330 0.6629 1.0969
H -2.1911 -0.1469 0.3694
H 1.0402 -0.5599 -1.2511
H 1.5247 0.4574 0.0977
H 1.2379 1.2063 -1.4836

---

Quick one: least stable of them? 2)

---

1) The following is a DFT calculation (wB97M-V/def2-TZVPD) of a 2-piece molecular cluster, C7H15N2O2 overall.

Computed properties:
* expectation value of S²: 2.006
* multiplicity: 3
* net charge: +1

Atoms and positions in Å:
C 0.4539 1.6365 -1.0778
C 0.8162 2.2132 -2.4358
C -1.0795 1.1987 -2.6291
C 1.8613 -1.5479 1.4831
C 0.4182 -1.6975 0.8749
C -0.4238 -0.5981 1.6159
C -1.8558 -0.7463 1.1774
N -0.7803 0.9262 -1.3680
N -2.3803 -0.0423 0.2420
O -0.2974 1.9814 -3.3147
O -2.2307 0.8129 -3.0993
H 1.0975 0.9717 -0.5953
H 1.0367 3.3039 -2.4100
H 1.6993 1.6798 -2.7806
H 2.0683 -0.6966 2.0918
H 2.5536 -1.4542 0.6464
H 2.2237 -2.4752 2.0289
H 0.3887 -1.5094 -0.2649
H 0.3115 -2.8577 0.9675
H -0.4308 -0.7693 2.7442
H 0.0331 0.3634 1.1938
H -2.3972 -1.6834 1.4743
H 0.0911 2.3236 -0.3330
H -3.3681 0.0352 0.0281
H -1.6947 0.5807 -0.2944
H -2.5131 1.1534 -3.9167

---

2) The following is a DFT calculation (wB97M-V/def2-TZVPD) of an isolated ion of composition C7H15N2O2 and charge +1.

Computed properties:
* expectation value of S²: 2.028
* multiplicity: 3
* net charge: +1

Atoms and positions in Å:
C 0.8178 -0.7488 -1.9186
C -1.4326 0.1703 1.1304
C -0.0461 -0.3316 1.5318
C -1.7717 -0.3821 -0.2263
C -2.2059 0.5267 -1.3265
C 1.2101 1.5861 0.4468
C 2.4156 -0.5615 0.8176
N 0.4593 -0.1912 -0.7618
N 1.0585 0.1223 0.4809
O -0.0228 -1.0011 -2.7907
O -1.8997 -1.6949 -0.3693
H 1.8929 -0.8641 -2.0330
H -1.9577 -0.5229 1.7032
H -1.7737 1.1897 1.4794
H 0.2055 0.0049 2.5043
H -0.0194 -1.4164 1.3729
H -3.3228 0.4085 -1.3907
H -1.8529 0.3065 -2.3980
H -1.9723 1.5666 -0.9684
H 0.2941 2.0351 0.8612
H 2.0780 2.0031 0.9777
H 1.2827 1.8893 -0.5606
H 3.1319 -0.1506 0.0620
H 2.8512 -0.2478 1.8178
H 2.2234 -1.6050 0.7818
H -1.6432 -2.0910 -1.2240

---

Quick one: least stable of them? 2)

---

1) The following is a DFT calculation (wB97M-V/def2-TZVPD) of C8H10O as an isolated structure.

Computed properties:
* multiplicity: 1
* net charge: 0

Atoms and positions in Å:
C 1.3965 -0.4540 0.0315
C 0.4054 0.1089 -0.9624
C -0.0959 1.0875 0.1081
C -1.6160 1.1970 0.0087
C -1.9022 -0.3043 -0.0906
C -0.7240 -0.9176 -0.8201
C -0.8298 -1.0555 0.7123
C 0.3315 -0.0672 1.0579
H 3.1301 -0.0062 -0.7119
H 1.6066 -1.4914 0.0106
H 0.6959 0.4414 -1.9472
H 0.3251 2.0613 0.2073
H -2.1269 1.5658 0.9340
H -1.9083 1.7947 -0.8874
H -2.9528 -0.5598 -0.2014
H -0.8014 -1.7851 -1.4676
H -1.1119 -2.0227 1.1757
H 0.5487 0.1340 2.1467
O 2.6003 0.2874 0.0586

---

2) The following is a DFT calculation (wB97M-V/def2-TZVPD) of one molecule with the formula C8H10O.

Computed properties:
* multiplicity: 1
* net charge: 0
* SMILES string: C#C[C@@](C)(C=O)C(=C)C

Atoms and positions in Å:
C -2.4976 -0.2805 -1.2155
C -1.4273 -0.0073 -0.7528
C -0.1909 0.4787 -0.0492
C 0.0677 2.0702 0.0017
C -0.5393 0.2872 1.3609
O -1.3952 -0.6985 1.6985
C 0.8869 -0.5815 -0.3810
C 2.1922 -0.2065 -0.4047
C 0.3089 -1.9830 -0.0679
H -3.3264 -0.3200 -1.8174
H 1.0789 2.2149 0.4930
H -0.0401 2.8163 -1.0623
H -0.9529 2.4600 0.6955
H 0.3703 0.6972 2.0283
H 2.3657 0.9741 -0.1405
H 2.9488 -1.0167 -0.5799
H -0.0080 -1.9000 1.0455
H -0.7408 -2.0832 -0.7256
H 0.8991 -2.9215 -0.1267

---

Quick one: least stable of them? 2)

---

1) The following is a DFT calculation (wB97M-V/def2-TZVPD) of a 2-piece molecular cluster, H2O4S2 overall.

Computed properties:
* multiplicity: 1
* net charge: 0

Atoms and positions in Å:
O -0.7605 1.0509 -1.0701
O 2.0046 -1.2444 -0.8787
O 1.4918 -1.2696 0.5086
O 1.1849 -0.1884 1.0272
S -3.1791 -0.0449 0.2682
S -1.2188 0.4875 0.2642
H 1.9137 -0.3876 -1.3409
H -1.4366 1.5966 1.2216

---

2) The following is a DFT calculation (wB97M-V/def2-TZVPD) of a 2-piece molecular cluster, H2O4S2 overall.

Computed properties:
* multiplicity: 1
* net charge: 0

Atoms and positions in Å:
O -0.1178 -1.6997 0.6637
O 1.7784 0.8741 -0.2306
O 0.7982 1.2655 0.7422
O -0.3820 1.3359 0.2041
S -2.9349 -1.2668 0.0366
S -1.0613 -0.8970 -0.0621
H 2.5787 1.3303 0.0674
H -0.6593 -0.9423 -1.4213

---

Quick one: least stable of them? 1)